The following is a quantum chemistry calculation of an isolated molecule of C17H18N4O3S2 in a non-equilibrium geometry, from OMol25.

Molar mass in g mol⁻¹: 390.5
Orbital gap in eV: 9.1002
Net charge: 0
SMILES: Cc1nc(CC(=O)N2CCN(S(=O)(=O)c3ccccc3C#N)CC2)cs1
Energy above the lowest of the compared OMol25 structures with the same formula, charge and spin in kJ/mol: 117.5

Element x y z (Å)
C -3.47610 3.82298 1.89373
C -2.38130 2.88209 2.22489
N -2.34914 1.64391 1.89004
C -1.22346 1.01096 2.32110
C -1.04517 -0.43697 1.99666
C 0.35671 -0.73184 1.47405
O 1.23707 0.10664 1.45002
N 0.58697 -2.00778 1.08291
C -0.39264 -3.05319 0.91675
C -0.74430 -3.18415 -0.57870
N 0.38760 -2.81547 -1.39538
S 0.20249 -1.61028 -2.52165
O 1.33225 -1.67593 -3.39345
O -1.11743 -1.77623 -3.05534
C 0.22263 -0.01162 -1.69594
C -0.98416 0.59691 -1.42066
C -1.01071 1.86451 -0.86111
C 0.17911 2.51315 -0.56779
C 1.39151 1.90995 -0.84330
C 1.42129 0.63968 -1.42369
C 2.67552 0.04174 -1.68833
N 3.73008 -0.38591 -1.82568
C 1.68481 -3.08180 -0.83415
C 1.87871 -2.36195 0.51904
C -0.36137 1.79985 3.01539
S -0.97024 3.40301 3.13054
H -3.89485 4.25332 2.80205
H -3.10305 4.64030 1.27759
H -4.25625 3.29153 1.35538
H -1.79826 -0.70113 1.25349
H -1.20781 -1.04010 2.89564
H -1.28565 -2.86561 1.50826
H 0.06145 -3.98482 1.27081
H -1.03977 -4.21618 -0.80455
H -1.56838 -2.52857 -0.86170
H -1.89268 0.07513 -1.67751
H -1.95771 2.33692 -0.65350
H 0.16334 3.49653 -0.12249
H 2.32178 2.40572 -0.61325
H 1.78501 -4.16539 -0.70957
H 2.42149 -2.74752 -1.56418
H 2.45225 -1.44096 0.40740
H 2.41018 -3.01608 1.21955
H 0.58503 1.54228 3.44124

The following is a quantum chemistry calculation of an isolated molecule of C22H14F6N2O3 in a non-equilibrium geometry, from OMol25.

Molar mass in g mol⁻¹: 468.4
Orbital gap in eV: 8.9982
Net charge: 0
SMILES: O=C(Nc1ccc(OC(F)(F)C(F)F)c(NC(=O)c2ccc(F)cc2)c1)c1ccc(F)cc1

Element x y z (Å)
O 2.98447 0.92528 -0.14956
C 3.35223 -0.15411 0.25098
N 2.57223 -1.28361 0.26171
C 1.24374 -1.41238 -0.13651
C 0.76830 -2.69432 -0.41367
C -0.53999 -2.87876 -0.81334
C -1.38067 -1.78745 -0.91664
O -2.72318 -1.93010 -1.36408
C -3.55529 -2.68536 -0.64170
F -4.80397 -2.47064 -1.11815
F -3.34594 -4.02464 -0.80430
C -3.60978 -2.41405 0.88867
F -2.49308 -2.83354 1.50480
F -3.70796 -1.08451 1.08632
C -0.92855 -0.49161 -0.62954
N -1.83280 0.55317 -0.75417
C -1.70267 1.84988 -0.32851
O -0.71065 2.30277 0.19335
C -2.91506 2.68248 -0.59168
C -4.21197 2.18122 -0.51401
C -5.29382 3.01120 -0.74450
C -5.06376 4.33991 -1.05614
F -6.11752 5.14478 -1.29081
C -3.78585 4.86737 -1.12220
C -2.71438 4.03099 -0.87825
C 0.39560 -0.31528 -0.24395
C 4.73884 -0.38428 0.75878
C 5.03578 -1.30581 1.75973
C 6.33501 -1.45261 2.20955
C 7.33009 -0.67342 1.64511
F 8.59645 -0.82533 2.07512
C 7.06003 0.26118 0.66050
C 5.75632 0.40602 0.22895
H 3.04106 -2.15727 0.45584
H 1.42255 -3.54826 -0.32435
H -0.90658 -3.86749 -1.03879
H -4.48098 -2.91289 1.33699
H -2.71416 0.28946 -1.17380
H -4.39358 1.15388 -0.23473
H -6.30582 2.64371 -0.68209
H -3.64648 5.91105 -1.35461
H -1.70347 4.40739 -0.90710
H 0.75625 0.67664 -0.02966
H 4.25348 -1.88998 2.22230
H 6.58352 -2.15437 2.98995
H 7.85961 0.85960 0.25408
H 5.50240 1.13413 -0.52589

The following is a quantum chemistry calculation of a structure of composition C21H58N5O7V in a non-equilibrium geometry, from OMol25.

Molar mass in g mol⁻¹: 543.7
Orbital gap (spin up / spin down) in eV: 3.5270 / 3.4576
Net charge: +1
Spin multiplicity: 2
Energy above the lowest of the compared OMol25 structures with the same formula, charge and spin in kJ/mol: 142.7
Expectation value of S²: 0.833

Element x y z (Å)
O 28.28082 11.38111 5.40714
V 29.40528 11.02577 4.30564
C 27.55917 11.93138 1.68051
O 28.58314 11.30515 2.35915
H 26.88649 12.44284 2.37758
H 27.86145 12.65910 0.92417
H 26.94006 11.14933 1.21333
C 28.27892 8.11921 1.59713
C 28.88996 6.73403 1.38683
C 30.00970 6.61460 0.36702
O 29.72746 7.19531 -0.87246
C 30.81877 6.99313 -1.75597
N 29.33072 6.18696 2.69131
H 29.03749 8.82070 1.98448
H 27.44218 8.09959 2.29314
H 27.94923 8.50117 0.62371
H 28.12683 6.03741 1.02658
H 30.19318 5.54137 0.22498
H 30.91715 7.02156 0.84464
H 30.71190 7.61844 -2.63616
H 30.85068 5.93407 -2.03632
H 31.80510 7.17938 -1.32546
H 29.97040 6.84471 3.12874
H 28.51161 6.14566 3.28670
C 24.84734 6.67857 1.03234
C 23.67111 7.62524 1.17461
C 24.14785 9.04448 1.00587
O 23.13939 10.01346 1.17363
C 23.65328 11.30633 1.39018
N 22.68923 7.20280 0.15997
H 25.48210 6.79040 1.92106
H 25.49537 6.78796 0.16184
H 24.49771 5.64601 1.00634
H 23.21630 7.50781 2.16565
H 24.65784 9.16464 0.03750
H 24.96785 9.24254 1.71588
H 24.09201 11.71263 0.47259
H 24.44966 11.26310 2.14631
H 22.85913 11.93461 1.78357
H 21.97603 7.92136 0.06828
H 22.22980 6.36075 0.48297
C 25.66651 9.02916 6.50322
C 24.45332 9.43475 5.63930
C 24.63501 10.83001 5.08790
O 24.60083 11.73440 6.18165
C 24.74296 13.07804 5.75883
N 24.39944 8.41160 4.56006
H 25.38622 8.20571 7.16069
H 25.98655 9.81999 7.19238
H 26.56871 8.79602 5.93806
H 23.58603 9.41529 6.29957
H 23.73803 11.10490 4.50928
H 25.48118 10.95520 4.39816
H 24.36354 13.23512 4.74497
H 25.80194 13.35041 5.79512
H 24.20226 13.75495 6.41704
H 24.14277 8.92556 3.71684
H 23.57505 7.85878 4.77911
C 31.68755 12.78798 0.79573
C 31.96705 11.43577 0.15953
C 33.47866 11.19236 0.03602
O 33.64897 10.22962 -0.99559
C 35.02119 9.95067 -1.22058
N 31.24198 10.39674 0.90303
H 32.32097 12.95005 1.66886
H 30.61433 12.84995 0.99265
H 31.89756 13.60722 0.10516
H 31.57299 11.38654 -0.86245
H 33.80643 10.72676 0.97462
H 34.07444 12.06713 -0.23382
H 35.52005 9.65336 -0.29374
H 35.50214 10.84187 -1.63513
H 35.10862 9.13882 -1.93904
H 30.25970 10.58032 1.03209
H 31.32704 9.54569 0.35625
C 24.41086 15.28646 -3.95338
C 25.81399 15.73487 -4.22671
C 26.88820 15.12569 -3.33112
O 26.64829 15.52842 -2.00673
C 27.52565 14.93101 -1.10198
N 26.15591 15.36711 -5.61734
H 23.68832 15.93300 -4.46005
H 24.11733 15.50372 -2.91907
H 24.22632 14.23586 -4.16600
H 25.86515 16.83002 -4.22106
H 27.84910 15.51833 -3.70132
H 26.97639 14.03600 -3.42536
H 27.43602 13.83860 -1.08935
H 27.36300 15.28629 -0.08043
H 28.55987 15.25603 -1.27702
H 27.13820 15.57769 -5.78726
H 25.69474 15.95746 -6.30133

The following is a quantum chemistry calculation of a structure of composition C34H34GeIN3ORu in a non-equilibrium geometry, from OMol25.

Molar mass in g mol⁻¹: 801.2
Orbital gap (spin up / spin down) in eV: 4.5635 / 4.5393
Net charge: -1
Spin multiplicity: 2
Energy above the lowest of the compared OMol25 structures with the same formula, charge and spin in kJ/mol: 183.7
Expectation value of S²: 1.143

Element x y z (Å)
Ru 0.27299 -0.06251 0.15477
O -1.17192 -1.48620 -1.55729
C -0.77430 -2.81917 -1.56520
C 0.26323 -3.19837 -0.53142
C 0.52646 -4.55297 -0.30137
C 1.47790 -4.91125 0.61539
C 2.15180 -3.90980 1.28702
C 1.84243 -2.59402 0.98459
N 0.92404 -2.24358 0.09372
H -0.38745 -0.92050 -1.80847
H -0.38602 -3.11006 -2.54653
H -1.66442 -3.42296 -1.37649
H -0.02208 -5.30458 -0.85991
H 1.70197 -5.95585 0.80118
H 2.90681 -4.13431 2.02970
H 2.35656 -1.76997 1.45782
I 4.67936 3.47888 3.05692
C 3.11681 2.22000 2.60468
C 2.00651 1.97770 3.38268
N 1.28928 1.06902 2.72779
N 1.85032 0.69710 1.57653
C 2.96254 1.40158 1.47486
H 1.69409 2.40011 4.32664
H 0.35292 0.69059 2.90598
H 3.60481 1.28404 0.61386
C 1.08900 0.24480 -1.58790
Ge 1.14383 1.99584 -2.33372
C 1.02916 3.42911 -0.95475
C 0.03388 3.28504 0.02254
C -0.07520 4.17487 1.08466
C 0.83618 5.22008 1.21158
C 1.84763 5.36735 0.27142
C 1.93680 4.48229 -0.80424
C 2.71436 2.42426 -3.43861
C 2.79658 3.63646 -4.13711
C 3.90061 3.93456 -4.93335
C 4.94004 3.01593 -5.05062
C 4.87183 1.80662 -4.36795
C 3.76760 1.51625 -3.56756
C -0.39449 2.33564 -3.51806
C -1.40337 3.24974 -3.20188
C -2.53769 3.37680 -4.00377
C -2.68216 2.58765 -5.13751
C -1.68504 1.67690 -5.47266
C -0.55616 1.55219 -4.66807
H -0.66999 2.46363 -0.05081
H -0.86610 4.04617 1.81717
H 0.76274 5.91062 2.04533
H 2.57843 6.16212 0.38327
H 2.72390 4.62228 -1.54143
H 1.98179 4.35499 -4.06149
H 3.94921 4.87988 -5.46506
H 5.79720 3.24114 -5.67645
H 5.67741 1.08611 -4.46098
H 3.71159 0.56954 -3.03575
H -1.30408 3.87347 -2.31821
H -3.31181 4.08918 -3.73772
H -3.57052 2.67467 -5.75358
H -1.79089 1.05744 -6.35685
H 0.21151 0.82975 -4.93179
C -4.16149 0.49444 3.38538
C -2.85456 -0.19555 3.79151
C -3.15191 -1.65369 4.18077
C -2.25233 0.53059 5.00456
C -1.90332 -0.17104 2.66225
C -1.10806 -0.15271 1.72015
H -4.88622 0.45355 4.20669
H -4.59402 0.00460 2.51073
H -3.97874 1.54046 3.13097
H -3.85783 -1.69643 5.01961
H -2.23026 -2.16303 4.47032
H -3.58026 -2.19028 3.33168
H -2.94455 0.50626 5.85521
H -2.04108 1.57359 4.75643
H -1.31643 0.05261 5.30582